1.
A molecular structure, C36H44N2PdSi in a non-equilibrium geometry. Source: OMol25; level of theory: ωB97M-V/def2-TZVPD.

Calculated values
Net charge = +2
2S+1 = 5
Expectation value of S² = 6.05
HOMO (spin up / spin down) = -11.85 / -12.58 eV

```
84
C36H44N2PdSi | OMol25 | ωB97M-V/def2-TZVPD
C 2.600 -1.498 -0.211
C 2.754 -0.837 -1.463
C 3.021 0.540 -1.207
H 2.637 -1.299 -2.444
C 3.020 0.732 0.210
C 2.764 -0.529 0.815
H 2.772 -0.743 1.898
H 2.444 -2.574 -0.046
H 3.125 1.314 -1.947
H 3.152 1.676 0.733
Pd 1.204 0.047 -0.459
C -1.862 3.708 -1.944
H -1.349 4.674 -1.890
H -2.206 3.396 -2.927
H -2.760 3.804 -1.321
Si 0.953 2.703 -3.150
C 0.721 2.593 -5.048
C 1.664 1.805 -5.745
H 2.503 1.351 -5.208
C 1.539 1.587 -7.121
H 2.256 0.940 -7.626
C 0.499 2.182 -7.841
H 0.380 1.968 -8.903
C -0.398 3.027 -7.182
H -1.192 3.515 -7.752
C -0.293 3.239 -5.799
H -1.005 3.913 -5.313
C 2.405 3.914 -3.004
C 2.999 4.628 -4.074
H 2.635 4.521 -5.100
C 4.071 5.508 -3.844
H 4.535 6.037 -4.675
C 4.535 5.731 -2.541
H 5.307 6.474 -2.348
C 3.982 5.006 -1.484
H 4.376 5.136 -0.474
C 2.905 4.144 -1.698
H 2.436 3.675 -0.828
H -1.248 2.920 -1.497
H -0.193 3.746 -2.906
C -0.425 -1.518 6.416
C -1.060 -0.212 5.904
C -2.588 -0.327 6.034
C -0.585 0.947 6.796
C -0.664 0.002 4.434
C 0.052 1.110 3.981
C 0.507 1.125 2.670
N 0.147 0.196 1.784
C -0.580 -0.870 2.183
C -0.998 -0.992 3.516
C -0.887 -1.886 1.156
C -1.708 -3.000 1.426
C -1.950 -3.946 0.431
C -1.390 -3.725 -0.834
C -0.558 -2.627 -1.036
N -0.355 -1.713 -0.074
C -2.755 -5.226 0.693
C -3.931 -5.304 -0.295
C -1.833 -6.436 0.480
C -3.315 -5.280 2.113
H -0.617 -1.639 7.491
H 0.662 -1.492 6.259
H -0.832 -2.389 5.892
H -2.861 -0.507 7.085
H -3.067 0.604 5.703
H -2.977 -1.153 5.430
H 0.499 1.101 6.688
H -1.110 1.881 6.541
H -0.792 0.715 7.854
H 0.295 1.949 4.628
H 1.178 1.910 2.335
H -1.558 -1.880 3.820
H -2.133 -3.100 2.417
H -1.570 -4.400 -1.668
H -0.048 -2.479 -1.994
H -3.598 -5.232 -1.338
H -4.466 -6.256 -0.166
H -4.637 -4.485 -0.103
H -0.984 -6.380 1.172
H -2.377 -7.367 0.682
H -1.442 -6.477 -0.544
H -2.515 -5.202 2.852
H -4.040 -4.478 2.277
H -3.824 -6.236 2.271
```

2.
26 unconnected molecules or ions with the total composition C6H64NO30S in a non-equilibrium geometry. Source: OMol25; level of theory: ωB97M-V/def2-TZVPD.

Calculated values
Net charge = -1
2S+1 = 1
HOMO = -5.04 eV

```
102
C6H64NO30S | OMol25 | ωB97M-V/def2-TZVPD
C 0.769 -4.205 0.823
O 0.610 -3.116 -0.113
C 1.281 -1.843 0.254
C 0.181 -0.998 0.845
N 0.359 0.440 0.461
H 1.116 0.809 1.071
H 0.507 0.436 -0.491
C -0.834 1.160 0.846
C -0.698 2.648 0.617
O -1.893 3.351 0.333
C -2.099 3.781 -0.987
H 1.604 -4.648 0.623
H -0.047 -4.946 0.871
H 0.874 -3.898 1.820
H 1.771 -1.440 -0.802
H 1.853 -1.967 0.958
H 0.057 -1.337 2.098
H -0.556 -1.379 0.454
H -1.169 1.169 1.771
H -1.437 0.663 0.038
H -0.061 2.779 -0.259
H -0.201 3.031 1.636
H -1.439 4.685 -1.040
H -3.147 4.022 -1.113
H -1.739 2.892 -1.670
S 3.105 3.140 0.836
O 2.689 3.349 -0.611
O 2.606 1.814 1.312
O 4.574 3.197 0.998
O 2.483 4.080 1.737
O -2.899 -3.278 0.607
H -2.517 -3.897 0.028
H -3.799 -3.383 0.284
O 1.361 1.834 3.560
H 1.956 1.829 2.846
H 1.802 2.384 4.123
O 3.459 -0.653 2.673
H 4.054 -0.943 2.056
H 3.214 0.102 2.334
O -4.453 1.026 0.312
H -5.373 1.097 0.451
H -4.242 0.579 -0.642
O -1.927 -5.158 -1.084
H -1.085 -4.681 -1.457
H -1.649 -6.131 -1.180
O -3.610 -0.809 -1.733
H -2.744 -0.766 -2.241
H -4.268 -0.412 -2.350
O -2.679 4.217 -4.268
H -3.474 4.572 -3.871
H -2.792 4.514 -5.202
O -3.792 2.293 2.657
H -3.086 2.235 3.272
H -3.550 2.077 1.776
O 1.615 1.430 -1.938
H 1.868 2.011 -1.326
H 1.574 1.866 -2.835
O 3.744 -0.471 -2.094
H 3.558 -1.076 -2.686
H 2.898 0.040 -1.980
O 4.261 -6.709 0.206
H 4.787 -7.466 0.392
H 3.338 -6.896 0.336
O 1.115 5.067 -1.706
H 0.627 5.118 -0.871
H 1.751 4.477 -1.259
O -4.974 4.694 -2.742
H -5.651 4.454 -3.272
H -5.262 4.342 -1.917
O -1.386 1.267 -4.624
H -1.878 2.119 -4.552
H -1.085 0.646 -3.826
O 1.544 -4.447 4.535
H 0.611 -4.624 4.752
H 1.661 -3.478 4.620
O 4.164 -3.764 0.216
H 4.475 -3.894 1.129
H 3.686 -4.519 0.059
O -3.021 -0.915 2.232
H -3.245 -1.520 1.599
H -2.623 -1.235 3.103
O -0.935 -0.707 -2.698
H -1.060 -1.479 -2.218
H -0.083 -0.842 -3.228
O -0.001 -3.753 -2.801
H 0.295 -4.519 -3.219
H 0.353 -3.746 -2.004
O -0.866 6.108 -3.216
H -0.193 5.691 -2.722
H -1.405 5.606 -3.774
O -1.431 2.060 4.203
H -0.473 1.971 4.073
H -1.848 1.275 4.415
O 5.017 -1.159 0.491
H 4.431 -1.196 -0.262
H 4.945 -2.082 0.745
O 1.495 -7.332 0.541
H 1.325 -7.821 1.459
H 0.635 -7.422 0.187
O 0.462 5.506 2.620
H 1.170 5.028 2.308
H 0.986 5.978 3.285
```

3.
A molecular structure, C31H51IrN7O3SSi3. Source: OMol25; level of theory: ωB97M-V/def2-TZVPD.

Calculated values
Net charge = +2
2S+1 = 2
Expectation value of S² = 0.77
HOMO (spin up / spin down) = -13.07 / -13.06 eV

```
97
C31H51IrN7O3SSi3 | OMol25 | ωB97M-V/def2-TZVPD
Ir -1.228 -0.429 0.464
N 4.872 2.446 4.129
C 3.546 2.082 4.092
C 2.540 3.055 3.999
C 1.213 2.687 3.905
C 0.877 1.337 3.876
C 1.859 0.358 3.983
C 3.183 0.728 4.093
S -0.797 0.855 3.740
O -0.896 -0.530 4.084
O -1.637 1.835 4.338
N -1.112 0.895 2.092
C -1.363 2.018 1.389
N -1.680 1.619 0.127
C -2.050 2.541 -0.754
C -2.059 3.874 -0.399
C -1.655 4.187 0.894
N -1.297 3.273 1.792
H 5.081 3.394 4.399
H 5.523 1.773 4.503
H 2.808 4.104 4.034
H 0.432 3.434 3.861
H 1.575 -0.686 4.009
H 3.950 -0.030 4.203
H -2.352 2.200 -1.727
H -2.370 4.636 -1.097
H -1.616 5.218 1.227
C -0.886 -4.749 -0.320
O -1.151 -3.374 -0.557
Si -1.035 -2.602 -2.011
C -1.979 -3.733 -3.161
C 0.775 -2.507 -2.471
C -1.800 -0.822 -1.718
Si -3.634 -0.798 -1.293
C -3.544 -1.392 0.509
C -4.744 -1.798 -2.408
C -4.551 0.831 -1.163
Si -1.280 0.173 -3.301
C 0.391 1.005 -3.114
C -2.469 1.477 -3.984
C -1.304 -0.983 -4.791
H -1.304 -5.394 -1.095
H -1.343 -5.023 0.630
H 0.190 -4.935 -0.257
H -1.339 -4.618 -3.249
H -2.176 -3.384 -4.168
H -2.913 -4.063 -2.711
H 1.082 -3.490 -2.840
H 1.364 -2.300 -1.573
H 1.052 -1.783 -3.231
H -3.335 -2.453 0.629
H -4.414 -1.090 1.096
H -2.778 -0.888 1.218
H -4.355 -2.721 -2.819
H -5.020 -1.148 -3.243
H -5.669 -2.022 -1.871
H -4.276 1.465 -0.323
H -5.589 0.527 -0.990
H -4.561 1.427 -2.075
H 0.261 2.020 -2.727
H 0.849 1.092 -4.103
H 1.078 0.472 -2.466
H -2.375 2.497 -3.614
H -3.521 1.189 -3.958
H -2.193 1.520 -5.041
H -0.728 -1.898 -4.779
H -0.908 -0.380 -5.613
H -2.340 -1.222 -5.046
N 0.647 0.186 0.101
C 1.627 0.766 0.348
N 2.681 1.460 0.584
C 4.004 0.829 0.795
C 4.872 1.049 -0.435
C 4.962 2.537 -0.770
C 3.573 3.141 -0.972
C 2.698 2.906 0.249
H 3.848 -0.225 1.023
H 4.438 1.307 1.674
H 4.452 0.496 -1.281
H 5.862 0.635 -0.243
H 5.565 2.682 -1.666
H 5.474 3.062 0.042
H 3.094 2.696 -1.850
H 3.641 4.215 -1.153
H 1.668 3.231 0.100
H 3.091 3.416 1.130
C 0.537 -4.068 3.147
C -0.775 -3.665 3.296
C -1.265 -2.653 2.493
N -0.522 -2.060 1.550
C 0.748 -2.473 1.388
C 1.311 -3.457 2.167
H 0.952 -4.847 3.773
H -1.423 -4.102 4.043
H -2.274 -2.301 2.633
H 1.307 -2.017 0.586
H 2.337 -3.749 1.992
```

4.
6 unconnected molecules or ions with the total composition C28H45BrFN4O17 in a non-equilibrium geometry. Source: OMol25; level of theory: ωB97M-V/def2-TZVPD.

Calculated values
Net charge = -1
2S+1 = 1
HOMO = -4.44 eV

```
96
C28H45BrFN4O17 | OMol25 | ωB97M-V/def2-TZVPD
C 1.153 -1.656 1.077
C 0.434 -0.502 0.743
C 0.025 0.494 1.777
N -0.617 1.692 1.295
C -1.974 1.657 0.913
F -2.240 2.241 -0.356
C -2.667 0.290 0.844
C -2.527 -0.420 -0.526
C 0.117 2.937 1.377
C -0.642 4.255 1.075
C -1.825 4.713 1.960
N -1.625 6.157 2.236
N -3.128 4.622 1.240
N -2.011 4.087 3.243
C 0.851 3.206 2.734
O 1.710 4.123 2.729
O 0.515 2.526 3.748
C 1.301 2.938 0.325
Br 0.719 2.229 -1.440
C 2.589 2.197 0.725
C 3.800 3.142 0.616
H 2.231 -1.613 1.212
H 0.648 -2.612 1.139
H 0.152 -0.378 -0.300
H -0.593 0.000 2.523
H 0.950 0.690 2.333
H -2.592 2.243 1.593
H -3.728 0.523 0.915
H -2.460 -0.363 1.686
H -1.721 -0.014 -1.124
H -3.453 -0.288 -1.084
H -2.430 -1.495 -0.395
H 0.115 5.032 1.136
H -0.921 4.231 0.018
H -1.361 6.570 1.347
H -2.551 6.534 2.406
H -2.997 4.446 0.255
H -3.718 3.927 1.671
H -1.678 3.134 3.297
H -1.591 4.638 3.975
H 1.568 3.960 0.101
H 2.785 1.416 -0.009
H 2.612 1.724 1.702
H 4.615 2.848 1.276
H 3.524 4.157 0.897
H 4.147 3.200 -0.417
C 0.333 1.887 6.908
C 1.554 1.386 7.638
O 0.990 0.760 8.800
C -0.289 0.416 8.503
O -0.973 -0.269 9.197
O -0.675 0.948 7.327
H 0.458 1.884 5.827
H 0.036 2.887 7.228
H 2.104 0.637 7.065
H 2.235 2.185 7.922
C 2.918 -4.983 -1.107
C 2.556 -5.122 -2.565
O 1.123 -5.174 -2.526
C 0.724 -4.565 -1.386
O -0.408 -4.289 -1.138
O 1.773 -4.309 -0.576
H 3.820 -4.397 -0.952
H 3.030 -5.945 -0.602
H 2.864 -4.263 -3.151
H 2.962 -6.022 -3.019
C -1.791 2.083 -6.251
C -2.238 1.672 -4.866
O -1.203 0.776 -4.459
C -0.088 1.080 -5.170
O 0.989 0.635 -4.956
O -0.371 1.962 -6.166
H -2.076 3.101 -6.506
H -2.156 1.406 -7.027
H -2.271 2.510 -4.167
H -3.203 1.171 -4.864
C -3.135 -4.671 -0.007
C -3.493 -5.426 1.253
O -4.076 -4.407 2.068
C -4.540 -3.428 1.247
O -5.226 -2.526 1.598
O -4.117 -3.624 -0.024
H -3.208 -5.282 -0.903
H -2.143 -4.230 0.036
H -4.238 -6.207 1.080
H -2.627 -5.865 1.742
C 4.072 -3.923 -7.505
C 3.033 -3.245 -6.643
O 3.284 -3.815 -5.354
C 4.571 -4.246 -5.332
O 5.142 -4.620 -4.360
O 5.119 -4.195 -6.569
H 4.432 -3.291 -8.313
H 3.720 -4.869 -7.922
H 3.176 -2.165 -6.582
H 2.015 -3.450 -6.963
```